(one)
Molecular formula: C2H2Cl3NO
Method: DFT, the ωB97M-V functional and the def2-TZVPD basis

Results
**Kohn-Sham gap**: 8.396 eV
**HOMO level**: -0.35268 Eh

Positions of all 9 atoms, in Å:
Cl: 2.728 2.628 1.960
Cl: 2.095 -0.553 -2.198
Cl: 2.129 -1.975 0.290
O: 0.938 2.061 -0.087
N: 1.674 1.722 0.734
C: 0.213 -0.079 -0.304
C: 1.350 -0.717 -0.600
H: -0.411 0.167 -1.184
H: -0.488 -0.434 0.476



(two)
Molecular formula: C2H2Cl3NO
Method: DFT, the ωB97M-V functional and the def2-TZVPD basis

Results
**Kohn-Sham gap**: 8.165 eV
**HOMO level**: -0.35199 Eh

Positions of all 9 atoms, in Å:
Cl: -1.441 -1.599 -1.373
Cl: -0.948 1.193 2.615
Cl: 0.372 -2.338 0.671
O: -0.453 1.922 0.136
N: 0.111 1.531 1.068
C: 0.625 -0.151 -0.842
C: 0.030 -1.345 -0.637
H: 1.524 0.160 -0.344
H: 0.180 0.628 -1.295



Q: Which of them is the most stable? A: (two).